*a*
Molecular formula: C2H12NO3
Method: DFT, wB97M-V/def2-TZVPD

As for the charge: +1. Its HOMO energy is -14.89 eV. For the gap between HOMO and LUMO, the calculation gives 0.3753 Eh.

Bonds (Å) are listed after each position.
Positions of all 18 atoms, in Å:
1 C -1.663 1.510 -1.131  N3 1.499, H4 1.154, H5 1.153, H6 1.120
2 C -1.816 -0.902 -1.122  N3 1.268, H7 1.155, H8 1.137
3 N -1.089 0.131 -1.007  C1 1.499, C2 1.268, H9 1.082
4 H -1.705 2.011 -0.092  C1 1.154
5 H -2.770 1.477 -1.452  C1 1.153
6 H -0.978 2.011 -1.860  C1 1.120
7 H -2.888 -0.804 -0.703  C2 1.155
8 H -1.286 -1.835 -1.498  C2 1.137
9 H -0.047 -0.070 -0.794  N3 1.082
10 H 4.607 0.242 0.864  O12 0.972
11 H 4.425 1.314 -0.148  O12 0.989
12 O 3.962 0.507 0.187  H10 0.972, H11 0.989
13 H -0.686 -0.995 1.977  O15 0.986
14 H -1.497 -1.057 3.135  O15 0.942
15 O -1.428 -1.540 2.330  H13 0.986, H14 0.942
16 H 1.446 -1.375 0.621  O18 0.906
17 H 2.110 -0.069 0.432  O18 0.958
18 O 1.302 -0.556 0.262  H16 0.906, H17 0.958



*b*
Molecular formula: C2H12NO3
Method: DFT, wB97M-V/def2-TZVPD

As for the charge: +1. Its HOMO energy is -15.20 eV. For the gap between HOMO and LUMO, the calculation gives 0.4462 Eh.

Bonds (Å) are listed after each position.
Positions of all 18 atoms, in Å:
1 C 0.913 -1.169 1.168  O2 1.459, C3 1.518, H5 1.089, H6 1.093
2 O 1.728 -0.009 1.515  C1 1.459, H7 0.965
3 C 0.463 -1.141 -0.282  C1 1.518, N4 1.491, H8 1.087, H9 1.104
4 N 0.117 0.242 -0.715  C3 1.491, H10 1.055, H11 1.014, H12 1.038
5 H 1.598 -2.002 1.316  C1 1.089
6 H 0.072 -1.038 1.854  C1 1.093
7 H 2.642 -0.171 1.250  O2 0.965
8 H -0.294 -1.877 -0.543  C3 1.087
9 H 1.299 -1.396 -0.956  C3 1.104
10 H -0.384 0.767 0.052  N4 1.055
11 H 0.912 0.762 -1.069  N4 1.014
12 H -0.580 0.291 -1.483  N4 1.038
13 H -2.589 1.141 -2.834  O15 0.963
14 H -2.798 -0.266 -2.193  O15 0.964
15 O -2.133 0.367 -2.489  H13 0.963, H14 0.964
16 H -0.792 2.416 2.033  O18 0.967
17 H 0.347 1.425 1.876  O18 0.973
18 O -0.520 1.657 1.499  H16 0.967, H17 0.973



It is *b* that is most stable; the runner-up trails by 1.720 eV.